# 1
The following is a DFT calculation (wB97M-V/def2-TZVPD) of a cluster of 2 separate species, C16H13Cl2O4 in total at a distorted geometry.

Cartesian coordinates (Å):
Cl 4.395 0.428 -2.436
C 2.720 0.201 -2.196
C 1.853 1.238 -2.201
C 0.417 1.083 -1.935
O -0.340 2.059 -1.847
C -0.060 -0.365 -1.789
Cl -1.699 -0.578 -2.315
C 0.826 -1.383 -1.982
C 2.271 -1.196 -1.862
O 3.044 -2.084 -1.478
H 2.220 2.248 -2.402
H 0.458 -2.405 -2.069
C 2.324 -3.176 2.190
C 2.037 -1.726 1.898
O 0.720 -1.656 1.306
C 0.300 -0.396 1.077
C -0.983 -0.371 0.355
C -1.881 0.706 0.516
C -1.494 1.971 1.031
C -2.339 3.077 0.906
C -3.613 2.940 0.339
C -4.071 1.665 -0.030
C -3.249 0.554 0.110
O 0.966 0.578 1.425
H 3.383 -3.287 2.441
H 1.749 -3.519 3.059
H 2.096 -3.816 1.326
H 2.062 -1.124 2.814
H 2.749 -1.335 1.162
H -1.423 -1.358 0.231
H -0.512 2.067 1.487
H -1.981 4.056 1.241
H -4.239 3.818 0.177
H -5.076 1.540 -0.448
H -3.630 -0.453 -0.100

Properties
Highest occupied orbital energy = -3.299 eV
2S+1 = 1
Net charge = -1
Strongest force on any atom = 2.30 eV/Å
E = -50037.768 eV



# 2
The following is a DFT calculation (wB97M-V/def2-TZVPD) of the molecule C3H5NO3 at a distorted geometry.

Cartesian coordinates (Å):
N 2.045 -0.920 -0.680
C 0.678 -0.758 -0.784
C -0.023 0.212 -0.210
O 0.424 1.101 0.987
C -1.341 0.216 0.455
O -1.847 -0.819 0.858
O -2.068 1.345 0.212
H 2.529 -1.117 -1.540
H 2.495 -0.233 -0.091
H 0.133 -1.404 -1.460
H -0.029 1.223 1.839
H -2.997 1.154 0.414

Properties
Highest occupied orbital energy = -8.786 eV
SMILES string = N/C=C(\O)C(=O)O
2S+1 = 1
Net charge = 0
Energy above the lowest of the compared OMol25 structures with the same formula, charge and spin = 346.8 kJ/mol
Strongest force on any atom = 6.01 eV/Å
E = -10822.094 eV



# 3
The following is a DFT calculation (wB97M-V/def2-TZVPD) of the molecule C2H2BrI at a distorted geometry.

Cartesian coordinates (Å):
Br -2.374 -0.049 -0.103
C -0.672 0.564 0.224
C 0.757 -0.589 -0.124
I 2.666 0.159 -0.009
H -0.639 1.466 -0.243
H 0.262 -1.552 0.256

Properties
Highest occupied orbital energy (spin up / spin down) = -8.749 / -8.695 eV
SMILES string = Br/C=C/I
2S+1 = 1
Net charge = 0
Energy above the lowest of the compared OMol25 structures with the same formula, charge and spin = 355.7 kJ/mol
Strongest force on any atom = 6.86 eV/Å
E = -80244.492 eV



# 4
The following is a DFT calculation (wB97M-V/def2-TZVPD) of the molecule C5H5NO.

Cartesian coordinates (Å):
C 2.910 -0.463 -0.145
C 1.843 0.003 0.165
C 0.529 0.460 0.590
O 0.276 0.646 1.765
C -0.533 0.562 -0.458
C -1.540 -0.529 -0.327
N -1.869 0.838 0.028
H 3.862 -0.878 -0.395
H -0.260 0.960 -1.433
H -1.356 -1.252 0.466
H -2.024 -0.928 -1.214
H -1.800 0.961 1.039

Properties
Highest occupied orbital energy = -10.096 eV
SMILES string = C#CC(=O)[C@H]1CN1
2S+1 = 1
Net charge = 0
Energy above the lowest of the compared OMol25 structures with the same formula, charge and spin = 301.7 kJ/mol
Strongest force on any atom = 0.62 eV/Å
E = -8800.292 eV



# 5
The following is a DFT calculation (wB97M-V/def2-TZVPD) of a cluster of 2 separate species, C2H6N3S in total at a distorted geometry.

Cartesian coordinates (Å):
C 0.344 -1.318 -0.856
C -0.127 0.960 0.824
N 0.838 1.609 1.398
N 1.312 -0.958 -0.389
N -0.564 -1.748 -1.674
S 2.340 1.065 1.745
H -0.905 1.541 0.452
H -0.148 -0.082 0.734
H 0.726 2.665 1.339
H 2.218 -0.040 1.054
H -0.686 -2.732 -1.652
H -1.306 -1.095 -1.946

Properties
Highest occupied orbital energy (spin up / spin down) = -11.500 / -14.268 eV
2S+1 = 3
Net charge = +1
Energy above the lowest of the compared OMol25 structures with the same formula, charge and spin = 147.2 kJ/mol
Strongest force on any atom = 7.89 eV/Å
E = -17464.462 eV



# 6
The following is a DFT calculation (wB97M-V/def2-TZVPD) of the molecule C6H12BrN at a distorted geometry.

Cartesian coordinates (Å):
H -0.975 3.839 0.393
N -0.953 2.921 -0.001
C -1.108 1.895 0.653
C -1.029 0.278 -0.033
C -0.623 0.362 -1.558
Br -2.906 -0.214 0.105
C 0.001 -0.723 0.720
C 1.377 -0.078 0.679
C 0.010 -2.063 -0.034
H -1.467 1.735 1.761
H -1.281 -0.228 -2.159
H 0.442 -0.003 -1.557
H -0.654 1.479 -1.673
H -0.451 -0.792 1.689
H 2.172 -0.741 0.918
H 1.609 0.334 -0.292
H 1.470 0.732 1.452
H 0.543 -1.928 -0.959
H -1.008 -2.373 -0.352
H 0.352 -2.820 0.622

Properties
Highest occupied orbital energy = -9.392 eV
SMILES string = [H]/N=C/[C@](C)(Br)C(C)C
2S+1 = 1
Net charge = 0
Energy above the lowest of the compared OMol25 structures with the same formula, charge and spin = 49.3 kJ/mol
Strongest force on any atom = 4.77 eV/Å
E = -77947.614 eV



# 7
The following is a DFT calculation (wB97M-V/def2-TZVPD) of a cluster of 2 separate species, C4H10N2 in total at a distorted geometry.

Cartesian coordinates (Å):
C 0.650 -3.094 0.039
C -0.067 -1.964 -0.049
N -1.395 -1.766 0.231
H 0.205 -3.995 0.444
H 1.565 -3.170 -0.523
H 0.501 -1.039 -0.104
H -2.094 -2.457 0.021
H -1.707 -0.836 0.009
C 0.730 1.686 0.979
C 0.175 1.892 -0.205
N 0.049 3.102 -0.852
H 0.747 0.686 1.378
H 1.177 2.455 1.593
H -0.160 1.037 -0.781
H 0.460 3.919 -0.433
H 0.061 3.106 -1.856

Properties
Highest occupied orbital energy = -8.020 eV
SMILES string = C=CN.C=CN
2S+1 = 1
Net charge = 0
Energy above the lowest of the compared OMol25 structures with the same formula, charge and spin = 185.1 kJ/mol
Strongest force on any atom = 1.19 eV/Å
E = -7288.701 eV



# 8
The following is a DFT calculation (wB97M-V/def2-TZVPD) of the molecule C6H10O2 at a distorted geometry.

Cartesian coordinates (Å):
C -2.372 0.492 0.273
C -1.184 -0.005 0.543
C 0.952 0.925 1.592
C 0.513 -1.303 -1.608
C 1.088 -0.750 -0.292
C 0.247 0.371 0.243
O 1.487 1.986 1.729
O 0.180 1.431 -0.680
H -3.338 0.126 0.743
H -2.470 1.519 -0.175
H -1.167 -0.829 1.164
H 0.734 0.277 2.425
H -0.534 -1.595 -1.269
H 1.093 -2.193 -1.825
H 0.470 -0.437 -2.419
H 1.304 -1.731 0.314
H 2.114 -0.421 -0.388
H 0.882 2.138 -0.372

Properties
Highest occupied orbital energy (spin up / spin down) = -6.173 / -10.238 eV
2S+1 = 3
Net charge = 0
Energy above the lowest of the compared OMol25 structures with the same formula, charge and spin = 80.2 kJ/mol
Strongest force on any atom = 5.83 eV/Å
E = -10472.982 eV